Below is a structure of composition H8N3OPSi at a distorted geometry, with properties calculated with the ωB97M-V functional and the def2-TZVPD basis.

Each line ends with the Löwdin charge.
Element x y z (Å)
P: -0.8362 -0.3185 -0.2722  0.411
Si: 1.9257 -0.4674 0.5634  0.524
O: -1.0162 -1.6952 0.1661  -0.337
N: -0.9707 0.7664 1.0284  -0.105
N: 0.9328 0.2493 -0.7535  -0.301
N: -1.8061 0.2252 -1.5898  -0.090
H: 1.0108 -0.5920 1.7239  -0.065
H: -0.2293 1.3814 1.0044  -0.014
H: -1.1895 0.1011 1.8032  0.068
H: 2.6428 -1.6293 0.3461  -0.123
H: -1.8740 1.2771 -1.5342  0.075
H: 1.1538 0.2501 -1.7631  0.025
H: 2.9220 0.6619 0.6835  -0.077
H: -2.6659 -0.2102 -1.4061  0.009

## Properties
ΔE to the lowest compared entry with this formula, charge and spin: 0.000 eV
Net charge: 0
E_LUMO: 0.78 eV
Max |F|: 4.956 eV/Å
Spin multiplicity: 1



Below is a structure of composition C14H14AlF4O5S at a distorted geometry, with properties calculated with the ωB97M-V functional and the def2-TZVPD basis.

Each line ends with the Löwdin charge.
Element x y z (Å)
S: -1.3007 -0.8673 -3.1995  0.817
Al: -0.1528 3.1260 1.3069  1.202
F: 2.6228 0.4608 -2.6192  0.148
F: 1.5881 2.7479 -2.0682  0.042
F: 1.3287 0.3490 -4.4080  0.149
F: 0.2587 2.5718 -3.8460  0.118
O: 1.6721 -2.1643 -1.0835  0.067
O: 1.0847 -1.8088 -3.2016  0.067
O: -1.6184 0.2683 -4.0894  -0.198
O: 2.6159 -3.4829 -2.7641  0.327
O: -1.3807 -2.0846 -4.0443  -0.165
C: 1.3016 0.5149 -3.0287  -0.319
C: 1.3845 -0.2976 2.6906  0.090
C: -2.6073 -1.0503 -1.9267  -0.094
C: -1.3710 0.9454 2.8852  -0.020
C: 0.6514 -1.1550 -0.9539  -0.124
C: -0.5918 0.5565 4.1441  -0.038
C: 1.3633 -0.1174 0.0595  -0.013
C: 1.9215 -2.6252 -2.4050  -0.383
C: 0.6409 0.1035 1.4143  -0.067
C: 0.6447 1.9245 -2.6899  -0.236
C: -0.7713 0.7353 1.5451  -0.187
C: 0.4477 -0.7392 -2.4845  -0.248
C: -1.2436 0.8384 5.5299  0.026
C: 0.8076 -0.0952 4.0215  0.124
H: -2.0109 1.6527 5.3739  0.117
H: -2.2345 -1.1914 -0.8748  0.052
H: -3.2546 -1.9436 -2.1977  0.120
H: -0.4387 1.2919 6.1954  0.143
H: 1.5626 0.9083 -0.3888  0.141
H: 2.4186 -0.7499 2.6314  0.162
H: -0.2517 1.8323 -1.9965  0.154
H: 2.3863 -0.5382 0.3130  0.166
H: -3.2702 -0.1303 -1.9217  0.104
H: -1.3351 1.0457 0.6219  0.090
H: -2.3985 1.4049 2.9621  0.157
H: -0.1626 -1.7696 -0.4563  0.181
H: 1.3714 -0.3698 4.9604  0.167
H: -1.6788 -0.0976 5.9928  0.159

## Properties
Net charge: +3
E_LUMO: -16.89 eV
Max |F|: 5.650 eV/Å
Spin multiplicity: 1



Below is a cluster of 2 separate species, CH6NO in total at a distorted geometry, with properties calculated with the ωB97M-V functional and the def2-TZVPD basis.

Each line ends with the Löwdin charge.
Element x y z (Å)
O: -0.0506 -0.5866 -0.7615  -0.081
N: 0.4284 1.3345 0.9734  0.281
C: -0.4424 -1.6063 -1.3276  -0.025
H: 0.6235 0.8946 1.9143  0.181
H: 0.0842 -2.5639 -1.1778  0.103
H: -0.4426 0.8720 0.6921  0.117
H: -1.5143 -1.6062 -1.6798  0.114
H: 1.0463 0.9353 0.2236  0.151
H: 0.2677 2.3266 1.1432  0.157

## Properties
ΔE to the lowest compared entry with this formula, charge and spin: 0.576 eV
Net charge: +1
E_LUMO: -3.92 eV
Max |F|: 2.727 eV/Å
Spin multiplicity: 1



Below is a structure of composition C18H11BrN4O4Pd at a distorted geometry, with properties calculated with the ωB97M-V functional and the def2-TZVPD basis.

Each line ends with the Löwdin charge.
Element x y z (Å)
Pd: 0.2217 0.4459 -0.0002  1.324
Br: 0.5220 -2.6579 -0.0003  0.910
O: -1.2933 1.6461 0.0000  -0.101
O: 4.0156 0.6663 -1.3649  0.228
O: -3.5042 1.9628 0.0002  0.230
O: 4.0152 0.6669 1.3647  0.228
N: 0.6028 0.5548 -2.0509  0.007
N: 0.6026 0.5549 2.0505  0.007
N: 2.1167 0.6092 -0.0003  0.004
N: -1.4306 -0.7874 0.0000  -0.038
C: -2.6518 -0.2523 0.0001  -0.178
C: -3.7829 -1.0301 0.0002  0.072
C: 2.8352 0.6314 -1.2513  -0.375
C: -2.5761 1.2261 0.0001  -0.515
C: -2.3405 -2.9681 0.0000  -0.026
C: -0.3432 0.5473 -2.9952  -0.058
C: 0.0007 0.5487 -4.3349  0.014
C: 2.3113 0.5930 3.6950  0.069
C: -1.2557 -2.1129 -0.0001  -0.699
C: -3.6153 -2.4107 0.0002  0.036
C: 1.8907 0.5864 -2.3843  -0.184
C: -0.3432 0.5473 2.9953  -0.058
C: 2.3118 0.5929 -3.6953  0.069
C: 1.3434 0.5663 -4.6906  0.030
C: 1.8905 0.5862 2.3838  -0.184
C: 0.0004 0.5487 4.3351  0.014
C: 1.3430 0.5662 4.6906  0.030
C: 2.8348 0.6317 1.2508  -0.375
H: 3.3729 0.6263 -3.9037  0.149
H: -2.1851 -4.0378 0.0000  0.134
H: 1.6333 0.5699 5.7327  0.139
H: -0.7799 0.5452 -5.0823  0.134
H: -0.7799 0.5452 5.0828  0.134
H: -4.4813 -3.0599 0.0003  0.142
H: -4.7576 -0.5597 0.0004  0.153
H: 3.3723 0.6263 3.9034  0.149
H: 1.6343 0.5700 -5.7325  0.139
H: -1.3751 0.5575 -2.6737  0.124
H: -1.3753 0.5573 2.6741  0.124

## Properties
ΔE to the lowest compared entry with this formula, charge and spin: 0.206 eV
Net charge: +2
E_LUMO (spin up / spin down): -10.28 / -10.28 eV
Max |F|: 1.229 eV/Å
Spin multiplicity: 1



> Which formula does entry 1 have?

H8N3OPSi